# 1
{"formula": "C5H9NO", "method": "ωB97M-V/def2-TZVPD", "species": ["C", "C", "C", "N", "C", "C", "O", "H", "H", "H", "H", "H", "H", "H", "H", "H"], "coordinates": [[1.47, -0.81, -0.27], [0.23, 0.06, -0.10], [0.49, 1.52, -0.47], [-1.01, -0.44, -0.79], [-1.80, -0.38, 0.47], [-0.50, -0.12, 1.24], [-0.17, -0.19, 2.38], [2.26, -0.46, 0.41], [1.85, -0.76, -1.29], [1.26, -1.86, -0.02], [1.47, 1.87, -0.11], [-0.28, 2.18, -0.05], [0.45, 1.61, -1.56], [-0.88, -1.41, -1.06], [-2.50, 0.47, 0.48], [-2.35, -1.28, 0.75]], "lowdin_charge": [-0.0255, -0.5154, -0.0237, 0.0165, -0.0959, -0.3382, 0.1205, 0.0897, 0.0879, 0.0876, 0.0859, 0.0868, 0.0874, 0.1010, 0.1159, 0.1196], "total_charge": 0, "fmax_ev_per_a": 0.6, "homo_ev": -9.54, "e_above_lowest_kj_mol": 155.6, "homo_lumo_gap_ha": 0.385, "spin_multiplicity": 1}



# 2
{"formula": "C5H9NO", "method": "ωB97M-V/def2-TZVPD", "species": ["C", "C", "C", "N", "C", "C", "O", "H", "H", "H", "H", "H", "H", "H", "H", "H"], "coordinates": [[0.18, 1.43, 0.77], [-0.93, 0.34, 0.78], [-1.17, -0.22, -0.64], [-0.06, -1.16, -0.42], [1.12, -1.06, -1.26], [-0.05, -0.88, 0.97], [0.58, -1.35, 1.88], [1.18, 0.96, 0.66], [0.22, 1.97, 1.71], [0.08, 2.13, -0.06], [-1.79, 0.54, 1.42], [-2.12, -0.76, -0.77], [-1.03, 0.48, -1.47], [1.23, -0.02, -1.63], [2.02, -1.30, -0.68], [1.06, -1.72, -2.13]], "lowdin_charge": [-0.0396, -0.2036, -0.1186, -0.0838, -0.0585, -0.4698, 0.1037, 0.0825, 0.0828, 0.0784, 0.1364, 0.1144, 0.1154, 0.0847, 0.0949, 0.0806], "total_charge": 0, "fmax_ev_per_a": 0.5, "homo_ev": -9.21, "e_above_lowest_kj_mol": 159.7, "homo_lumo_gap_ha": 0.374, "spin_multiplicity": 1}



# 3
{"formula": "C5H9NO", "method": "ωB97M-V/def2-TZVPD", "species": ["C", "C", "C", "N", "H", "H", "H", "H", "H", "H", "H", "C", "C", "O", "H", "H"], "coordinates": [[0.72, 0.51, 1.54], [1.09, -0.32, 0.34], [0.21, -1.38, -0.19], [1.40, -1.72, 0.58], [0.10, -0.08, 2.22], [1.61, 0.82, 2.09], [0.16, 1.40, 1.24], [1.70, 0.20, -0.41], [0.20, -1.57, -1.26], [-0.73, -1.61, 0.32], [2.14, -2.04, -0.04], [-2.19, 1.03, -1.05], [-1.05, 1.33, -1.62], [-0.04, 1.61, -2.14], [-2.28, 0.10, -0.49], [-3.02, 1.71, -1.14]], "lowdin_charge": [-0.0637, -0.3995, -0.1831, 0.0108, 0.0806, 0.0746, 0.0674, 0.1286, 0.1047, 0.0959, 0.0893, 0.0097, -0.2843, 0.1553, 0.0522, 0.0616], "total_charge": 0, "fmax_ev_per_a": 1.1, "homo_ev": -9.43, "e_above_lowest_kj_mol": 274.4, "homo_lumo_gap_ha": 0.380, "spin_multiplicity": 1}



# 4
{"formula": "C5H9NO", "method": "ωB97M-V/def2-TZVPD", "species": ["C", "C", "C", "C", "N", "H", "H", "H", "H", "H", "C", "O", "H", "H", "H", "H"], "coordinates": [[-0.41, -1.43, 0.58], [-1.45, -0.81, 0.03], [-1.53, 0.67, -0.23], [-2.60, -1.59, -0.36], [-3.54, -2.20, -0.67], [-0.41, -2.51, 0.73], [0.47, -0.86, 0.89], [-2.41, 1.11, 0.26], [-0.63, 1.17, 0.14], [-1.63, 0.87, -1.31], [2.45, 0.82, -0.34], [1.63, 0.98, 0.80], [2.69, 1.78, -0.82], [1.88, 0.21, -1.05], [3.38, 0.29, -0.11], [2.11, 1.50, 1.46]], "lowdin_charge": [0.0825, -0.3550, -0.0552, -0.2068, 0.1457, 0.0778, 0.0497, 0.0868, 0.0596, 0.0880, -0.1509, -0.1534, 0.0812, 0.0795, 0.0817, 0.0889], "total_charge": 0, "fmax_ev_per_a": 1.1, "homo_ev": -9.89, "e_above_lowest_kj_mol": 197.7, "homo_lumo_gap_ha": 0.381, "spin_multiplicity": 1}



# 5
{"formula": "C5H9NO", "method": "ωB97M-V/def2-TZVPD", "species": ["C", "C", "C", "O", "C", "C", "N", "H", "H", "H", "H", "H", "H", "H", "H", "H"], "coordinates": [[1.40, -0.77, 0.29], [0.42, 0.38, 0.17], [0.92, 1.62, -0.52], [-0.46, 0.86, 1.28], [-0.97, 0.05, 0.29], [-1.79, -1.14, 0.39], [-2.09, -0.05, -0.61], [1.92, -0.83, 1.24], [2.14, -0.64, -0.51], [0.91, -1.73, 0.10], [1.39, 1.43, -1.48], [1.66, 2.05, 0.17], [0.11, 2.35, -0.62], [-2.54, -1.17, 1.19], [-1.36, -2.09, 0.11], [-1.67, -0.33, -1.50]], "lowdin_charge": [0.0049, -0.4128, -0.0136, 0.0689, -0.5255, -0.0632, 0.1095, 0.0908, 0.0808, 0.0746, 0.0825, 0.0957, 0.0924, 0.1111, 0.1015, 0.1024], "total_charge": 0, "fmax_ev_per_a": 0.5, "homo_ev": -9.41, "e_above_lowest_kj_mol": 338.0, "homo_lumo_gap_ha": 0.378, "spin_multiplicity": 1}



# 6
{"formula": "C5H9NO", "method": "ωB97M-V/def2-TZVPD", "species": ["C", "C", "C", "C", "O", "C", "N", "H", "H", "H", "H", "H", "H", "H", "H", "H"], "coordinates": [[-1.31, -0.48, 1.32], [0.28, -0.08, -0.80], [0.05, -1.17, -1.51], [-0.14, 1.37, -0.79], [1.00, 1.66, 0.06], [1.33, 0.32, 0.16], [2.24, -0.28, 0.78], [-0.83, 0.41, 1.76], [-2.38, -0.29, 1.25], [-1.05, -1.33, 1.93], [0.66, -2.05, -1.35], [-0.96, -0.75, 0.33], [-0.76, -1.21, -2.23], [-1.07, 1.71, -0.32], [-0.04, 1.78, -1.79], [2.88, 0.36, 1.24]], "lowdin_charge": [-0.0359, -0.2975, 0.0797, -0.0894, 0.0108, -0.4406, 0.1882, 0.0469, 0.0342, 0.0385, 0.0866, -0.0212, 0.0821, 0.1263, 0.1244, 0.0669], "total_charge": 0, "fmax_ev_per_a": 1.2, "homo_ev": -9.62, "e_above_lowest_kj_mol": 317.4, "homo_lumo_gap_ha": 0.374, "spin_multiplicity": 1}



Which formula does entry 6 have?
C5H9NO